The following is a quantum chemistry calculation of the ion C17H27N2O6S2 with charge +1 in a non-equilibrium geometry, from OMol25.

Values from the calculation:
net charge: +1
F_max: 1.07 eV/A
SMILES: CC(C)CNS(=O)(=O)c1ccc(S(=O)(=O)[NH+]2CCC3(CC2)OCCO3)cc1
energy: -2021.0317 Ha
highest occupied orbital energy: -12.87 eV
M: 419.54 g mol⁻¹

Last column: Mulliken charge in e.
Positions of all 54 atoms, in Å:
C: -4.656656 -1.498541 1.597506  -1.3418
H: -5.364645 -1.660568 2.406438  0.3893
H: -4.143091 -2.436551 1.401177  0.3660
H: -3.926274 -0.760689 1.920887  0.2917
C: -5.390578 -1.020741 0.347278  1.4540
C: -6.474609 -2.016320 -0.057581  -1.7147
H: -6.041701 -2.999220 -0.222807  0.4081
H: -6.965178 -1.697943 -0.973309  0.4311
H: -7.224715 -2.099997 0.724882  0.3775
C: -6.012553 0.359264 0.576812  -1.1836
N: -4.971396 1.348077 0.818348  -0.2352
S: -4.079347 1.806782 -0.495816  1.3620
O: -4.716451 1.498908 -1.736443  -0.6455
O: -3.569865 3.120072 -0.251710  -0.7261
C: -2.624682 0.728460 -0.363462  0.0576
C: -1.870012 0.768051 0.796356  -0.9528
C: -0.700596 0.027500 0.874420  -0.6616
C: -0.326911 -0.723796 -0.227049  0.2707
C: -1.076878 -0.781569 -1.389410  -0.7477
C: -2.244045 -0.036158 -1.453019  -0.1869
H: -2.870653 -0.032891 -2.331874  0.6029
H: -0.758130 -1.410364 -2.205676  0.5443
S: 1.179888 -1.659749 -0.158575  1.3764
O: 1.739694 -1.736337 1.139126  -0.5905
O: 1.188023 -2.763936 -1.046225  -0.6436
N: 2.373608 -0.453327 -1.051300  -0.2072
H: 1.983953 -0.301153 -1.982024  0.4715
C: 2.466033 0.814702 -0.302152  -0.6641
C: 3.788881 1.515246 -0.574436  -1.6646
H: 3.796229 2.479769 -0.067439  0.4469
H: 3.936688 1.691317 -1.640341  0.4082
C: 4.981904 0.676755 -0.049411  1.5320
O: 6.079763 0.913374 -0.897836  -0.4583
C: 7.221414 1.146790 -0.088469  -0.3805
H: 7.870960 1.844896 -0.612388  0.3289
C: 6.609957 1.707760 1.196042  -0.3720
H: 7.165199 1.454952 2.097159  0.3235
H: 6.470598 2.793202 1.131099  0.2696
O: 5.349063 1.057736 1.253307  -0.4629
H: 7.751859 0.206051 0.099225  0.2692
C: 4.593457 -0.821302 -0.028577  -1.1011
C: 3.679074 -1.150080 -1.193917  -0.8311
H: 4.160786 -0.838136 -2.123964  0.4916
H: 3.474852 -2.221999 -1.243210  0.4187
H: 4.125015 -1.056035 0.926311  0.3815
H: 5.504449 -1.413711 -0.112440  0.5111
H: 1.623660 1.454613 -0.571152  0.4698
H: 2.406711 0.571292 0.761079  0.5238
H: -0.092766 0.013626 1.764778  0.5658
H: -2.200027 1.383860 1.617149  0.4557
H: -5.278524 2.160358 1.330784  0.3189
H: -6.601706 0.641294 -0.302491  0.3430
H: -6.665443 0.331784 1.450355  0.5013
H: -4.674282 -0.925378 -0.476039  -0.1907

Cartesian forces, eV/Å:
C 0.0089 0.1203 -0.3118
H -0.0701 -0.0341 0.1504
H 0.0646 -0.1171 0.0342
H 0.0844 0.0053 0.1320
C -0.2748 -0.0810 0.3063
C 0.2768 0.2363 -0.0970
H -0.0146 -0.1262 -0.0183
H -0.1154 -0.0184 -0.1167
H -0.1166 -0.0396 0.1095
C -0.1740 -0.6890 -0.4687
N 0.4341 0.4749 -0.5811
S 0.5536 -0.0449 0.3748
O -0.1165 -0.2915 0.0906
O -0.0953 0.0764 0.2871
C -0.3126 0.2219 -0.1489
C 0.1700 -0.0511 0.0453
C -0.0916 0.1639 0.2043
C 0.6455 -0.4718 0.0202
C -0.0840 -0.0089 -0.1473
C -0.0227 0.0097 -0.0765
H -0.0090 -0.0767 -0.1245
H -0.0523 -0.0593 -0.1606
S -0.1207 0.5539 -0.5479
O -0.1247 0.2281 0.3307
O -0.2719 -0.0384 -0.2897
N -0.7952 -0.5966 0.1940
H -0.1276 0.0005 0.0557
C 0.1850 0.9878 0.3614
C 0.3595 -0.2353 0.0741
H -0.0396 -0.0034 -0.0501
H -0.0658 0.0314 -0.0508
C -0.4870 -0.2402 -0.1676
O -0.3226 0.1207 -0.1580
C 0.1784 -0.0874 0.4314
H 0.0150 -0.0480 0.0622
C 0.2809 0.2680 -0.2812
H 0.0103 0.0535 -0.0524
H 0.0590 -0.0939 0.0334
O -0.2027 -0.3142 0.0065
H 0.0028 0.1022 -0.0153
C 0.2082 0.4773 0.0846
C 0.8705 -0.5682 0.1836
H -0.2671 -0.0015 -0.0243
H 0.0589 0.1298 -0.1720
H 0.0168 -0.0419 -0.0141
H -0.0418 -0.0231 0.0113
H -0.0033 -0.1950 0.0257
H -0.0905 0.0127 -0.0827
H 0.0193 0.0657 0.1525
H 0.0264 0.0243 0.1823
H 0.1103 0.3048 0.0475
H -0.0816 -0.0380 0.1718
H 0.0416 0.0640 0.0104
H -0.0890 -0.0986 -0.0158

---

The following is a quantum chemistry calculation of the ion C4H12N3 with charge +1 in a non-equilibrium geometry, from OMol25.

Values from the calculation:
net charge: +1
F_max: 4.23 eV/A
SMILES: N/C=[NH+]\CCCN
energy: -323.5831 Ha
highest occupied orbital energy: -13.52 eV
M: 102.16 g mol⁻¹

Last column: Mulliken charge in e.
Positions of all 19 atoms, in Å:
C: 0.971935 -0.345131 1.640119  -0.5316
C: -0.393998 -1.022960 1.243215  -0.4793
C: -0.677184 -1.133371 -0.246915  -0.8297
N: 0.228392 1.594075 -1.046648  -0.1676
C: -0.859670 0.961509 -1.424700  -0.0806
N: -1.376697 -0.046282 -0.745222  -0.0429
N: 1.748361 -0.081825 0.397453  -0.6904
H: 0.735721 0.655462 2.173809  0.3043
H: 1.543642 -1.001690 2.264189  0.3660
H: -1.075193 -0.251799 1.488324  0.2596
H: -0.462852 -1.971901 1.825696  0.3917
H: -1.138900 -2.080556 -0.268980  0.3674
H: 0.276987 -1.198143 -0.809725  0.4897
H: 0.404599 2.462968 -1.537351  0.2323
H: -1.550922 1.672035 -1.928845  0.3280
H: -2.401105 -0.069616 -0.664386  0.2992
H: 0.891852 1.133391 -0.394794  0.2560
H: 1.817080 -1.025826 -0.114681  0.2260
H: 2.512199 0.653623 0.457345  0.3019

Cartesian forces, eV/Å:
C -0.2471 1.5605 -0.6899
C 1.7630 0.4999 0.8343
C 3.5364 -1.7381 1.4614
N -0.2137 -0.1300 -1.7149
C -1.4458 3.2154 2.3311
N -2.3938 0.5577 -1.9574
N -0.0644 -0.0939 0.0455
H 0.7088 -1.6871 -0.7659
H 0.1401 -0.1141 0.7484
H -1.3458 0.0306 1.3243
H -0.5132 0.8342 -0.6555
H -1.2572 -0.7927 -1.2107
H -1.0080 -0.2760 0.0418
H 0.3664 -0.2342 0.1373
H 0.1994 -1.2206 -0.2598
H 0.6867 -0.0945 -0.6319
H 0.3652 -0.5187 -0.0639
H 1.3215 2.6123 0.9972
H -0.5984 -2.4109 0.0284

---

The following is a quantum chemistry calculation of the ion C24H41N2O4 with charge +1, from OMol25.

Values from the calculation:
net charge: +1
F_max: 0.92 eV/A
SMILES: O[C@H](COc1ccc(OC[C@@H](O)C[NH+]2CCCCCC2)cc1)CN1CCCCCC1
energy: -1349.3348 Ha
highest occupied orbital energy: -10.54 eV
M: 421.60 g mol⁻¹

Last column: Mulliken charge in e.
Positions of all 71 atoms, in Å:
O: -3.025184 -0.256033 -0.484134  -0.5163
C: -3.378698 -1.366662 0.303674  1.2153
C: -2.515871 -2.585227 -0.073490  -1.1246
H: -2.083821 -2.422362 -1.067336  0.4221
H: -3.136324 -3.484115 -0.097282  0.4396
O: -1.512807 -2.898063 0.871362  -0.4497
C: -0.404908 -2.135717 0.977663  0.6731
C: 0.553313 -2.590104 1.891049  -0.7475
C: 1.730222 -1.900131 2.077853  -0.4864
C: 1.970286 -0.747414 1.344058  -0.0164
C: 1.030336 -0.285358 0.438072  -0.2851
C: -0.155976 -0.971333 0.253494  -0.7452
H: -0.889251 -0.579865 -0.431266  0.5161
H: 1.211705 0.617568 -0.128606  0.3864
O: 3.201123 -0.081566 1.500304  -0.5099
C: 3.133344 1.163335 2.182826  -0.7228
C: 4.466945 1.914455 2.004455  0.0183
O: 5.557537 1.190342 2.511855  -0.5223
H: 5.417142 0.980313 3.441768  0.3766
H: 4.368806 2.880716 2.525356  0.4079
C: 4.758174 2.220857 0.525435  -0.8614
N: 4.815226 0.980166 -0.287887  0.8635
C: 6.165954 0.359849 -0.272121  -0.6017
H: 6.584703 0.550873 0.715696  0.5221
C: 6.094668 -1.148319 -0.491369  -0.6266
H: 5.186488 -1.525210 -0.016249  0.1291
H: 6.929774 -1.608840 0.036532  0.4937
C: 6.156144 -1.597902 -1.954845  -0.7359
H: 7.198310 -1.680810 -2.264777  0.3236
C: 5.441777 -0.677894 -2.947483  -0.7579
C: 4.114928 -0.112915 -2.440403  -0.5811
C: 4.266861 1.180783 -1.646116  -0.8386
H: 4.917245 1.876138 -2.183592  0.4812
H: 3.283039 1.643872 -1.540583  0.5134
H: 3.487347 0.125301 -3.300411  0.4209
H: 3.581431 -0.859209 -1.849763  0.2741
H: 5.257851 -1.250735 -3.856278  0.3852
H: 6.093606 0.150539 -3.230853  0.3102
H: 5.724888 -2.597439 -2.015392  0.3522
H: 6.790507 0.844763 -1.023294  0.4617
H: 4.180193 0.311174 0.224401  -0.2230
H: 5.710054 2.749798 0.447904  0.3786
H: 3.967308 2.869515 0.146257  0.4768
H: 2.310003 1.775031 1.794359  0.3930
H: 2.949094 0.986655 3.250853  0.3749
H: 2.471123 -2.250711 2.779100  0.4662
H: 0.346288 -3.490448 2.445923  0.4661
C: -4.880042 -1.660707 0.086958  -1.5511
N: -5.597372 -0.404538 0.046299  0.5634
C: -5.927022 0.088906 1.372632  -0.8245
C: -6.584842 1.471252 1.360389  -0.8267
H: -6.423107 1.914831 2.344661  0.4055
C: -6.042985 2.408487 0.278443  -0.4832
H: -4.973652 2.239556 0.140476  0.2296
H: -6.174249 3.438578 0.616668  0.3428
C: -6.777340 2.256740 -1.053923  -0.7266
C: -6.482551 0.951638 -1.788941  -0.5307
H: -5.451354 0.959776 -2.150836  0.2224
H: -7.138767 0.884081 -2.658669  0.3815
C: -6.676436 -0.298461 -0.925255  -0.9592
H: -6.664321 -1.174459 -1.579123  0.4519
H: -7.655570 -0.272867 -0.434868  0.4038
H: -7.851463 2.329635 -0.868746  0.2980
H: -6.503311 3.088130 -1.707323  0.3244
H: -7.663630 1.373671 1.230454  0.3759
H: -4.988474 0.149823 1.931558  0.3269
H: -6.585726 -0.617467 1.908316  0.2871
H: -4.983366 -2.156809 -0.880892  0.5056
H: -5.241842 -2.341921 0.871243  0.2698
H: -3.192912 -1.137227 1.366000  0.0991
H: -3.860585 0.241706 -0.592273  0.2249

Cartesian forces, eV/Å:
O 0.1366 0.2119 -0.2684
C -0.0163 -0.2941 0.2118
C -0.4578 0.3040 -0.1094
H -0.0541 -0.0237 0.0516
H 0.0634 0.0736 -0.0381
O 0.2285 -0.1592 0.2878
C 0.3232 0.0775 0.0677
C -0.2579 0.0335 -0.1281
C 0.1660 0.2341 -0.0923
C -0.1221 -0.0230 -0.0487
C 0.4070 -0.0377 0.2229
C -0.3113 -0.1956 -0.0523
H -0.0930 0.0238 -0.0692
H 0.0338 0.1115 -0.0568
O -0.1937 -0.1648 -0.0825
C 0.1841 0.4030 0.3021
C -0.5790 0.0430 -0.2102
O 0.2217 -0.1687 0.1132
H -0.0125 0.0149 -0.0024
H -0.0558 -0.1184 -0.1937
C 0.0577 0.4725 0.7556
N -0.3288 -0.2560 0.2244
C 0.7276 -0.4917 0.2715
H -0.0903 0.0859 -0.2117
C 0.0651 0.0124 -0.2621
H -0.0067 -0.0363 0.1022
H -0.0646 0.0364 0.1153
C -0.0355 0.0960 -0.0245
H 0.0277 -0.0900 0.0155
C -0.0732 -0.2410 0.0659
C 0.3045 0.1296 -0.0998
C -0.4473 -0.1322 -0.6226
H -0.0086 0.0256 0.1353
H 0.1106 0.0450 0.1469
H -0.0793 0.0375 0.0852
H -0.1663 -0.0314 0.0338
H 0.0392 0.0699 -0.0596
H 0.0276 0.0433 -0.0737
H 0.0506 -0.0529 -0.0350
H -0.0831 0.1528 0.0047
H 0.1953 0.2441 -0.2837
H -0.0605 -0.0635 -0.1110
H 0.0450 -0.1126 -0.0536
H 0.0576 -0.0439 0.0308
H -0.0049 0.0206 -0.0984
H 0.0926 -0.0485 0.0830
H -0.0192 -0.1245 0.0678
C 0.3594 0.0629 -0.0076
N -0.1180 -0.1831 0.0750
C -0.0556 0.1124 0.1996
C 0.2474 -0.0571 -0.0146
H -0.0873 -0.0388 0.0205
C -0.2920 0.0956 0.0497
H 0.1207 0.0910 0.0170
H 0.0866 -0.0019 0.0043
C 0.3098 -0.0769 -0.0890
C -0.3803 -0.0090 0.1430
H 0.0163 -0.0659 -0.0682
H 0.0242 0.0040 -0.0992
C 0.0662 0.1708 -0.4591
H -0.0200 0.0123 0.1197
H -0.0379 -0.0797 -0.0089
H -0.0593 0.0564 -0.0052
H -0.0884 0.0293 -0.0123
H -0.0477 0.0126 0.0529
H -0.0467 -0.0199 0.0546
H 0.1152 0.0122 -0.0302
H -0.0348 -0.0120 0.0227
H 0.0061 -0.0218 -0.0678
H -0.0273 -0.1176 -0.1080
H 0.0002 -0.0685 0.1041